Record 1
{"formula": "C24H28Cl3N6O9V2", "method": "ωB97M-V with the def2-TZVPD basis set", "mol_weight_g_mol": 752.77, "charge": 2, "e_lumo_ev": [-9.2, -10.8], "multiplicity": 4, "energy_ev": -141622.2530, "largest_force_ev_per_a": 7.1, "s2": 4.1517, "symbols": ["O", "V", "O", "V", "C", "C", "C", "O", "H", "H", "H", "H", "H", "H", "H", "N", "O", "O", "O", "N", "O", "O", "O", "N", "C", "C", "C", "C", "C", "H", "H", "H", "H", "H", "N", "C", "C", "C", "C", "C", "H", "H", "H", "H", "H", "N", "C", "C", "C", "C", "C", "H", "H", "H", "H", "H", "N", "C", "C", "C", "C", "C", "H", "H", "H", "H", "H", "C", "Cl", "Cl", "Cl", "H"], "positions_angstrom": [[-4.754, 10.448, -6.741], [-3.647, 9.629, -7.617], [-8.552, 5.645, -7.906], [-7.917, 6.790, -8.884], [-3.282, 11.983, -11.017], [-3.459, 12.401, -9.444], [-4.914, 12.817, -9.101], [-2.892, 11.674, -8.380], [-3.611, 12.804, -11.654], [-4.025, 11.194, -11.137], [-2.319, 11.510, -11.210], [-2.909, 13.330, -9.297], [-4.872, 13.440, -8.208], [-5.637, 12.024, -8.909], [-5.467, 13.293, -9.910], [-5.335, 8.550, -10.366], [-5.184, 9.235, -9.370], [-6.181, 7.619, -10.236], [-4.649, 8.695, -11.367], [-4.851, 6.618, -7.211], [-4.039, 5.728, -7.300], [-6.000, 6.486, -7.565], [-4.412, 7.772, -6.990], [-2.098, 8.411, -8.690], [-1.492, 7.336, -8.160], [-0.601, 6.484, -8.801], [-0.195, 6.819, -10.091], [-0.726, 7.882, -10.709], [-1.675, 8.577, -10.026], [-1.771, 7.160, -7.132], [-0.426, 5.583, -8.231], [0.508, 6.177, -10.599], [-0.408, 8.024, -11.731], [-2.140, 9.306, -10.673], [-7.213, 4.993, -10.065], [-8.040, 4.506, -11.103], [-7.828, 3.385, -11.922], [-6.560, 2.761, -11.821], [-5.712, 3.165, -10.810], [-6.005, 4.273, -9.992], [-8.984, 5.018, -11.207], [-8.613, 3.002, -12.559], [-6.333, 1.918, -12.456], [-4.742, 2.692, -10.781], [-5.298, 4.528, -9.217], [-10.001, 11.406, -11.834], [-9.399, 12.483, -11.360], [-7.964, 12.544, -11.295], [-7.215, 11.430, -11.655], [-7.895, 10.299, -12.125], [-9.268, 10.299, -12.145], [-10.094, 13.268, -11.101], [-7.401, 13.404, -10.962], [-6.144, 11.468, -11.524], [-7.243, 9.443, -12.215], [-9.797, 9.423, -12.490], [-9.990, 6.551, -14.699], [-9.519, 6.904, -13.494], [-8.169, 6.974, -13.129], [-7.225, 6.566, -14.070], [-7.663, 6.331, -15.460], [-9.016, 6.250, -15.628], [-10.274, 7.043, -12.735], [-7.883, 7.184, -12.109], [-6.186, 6.622, -13.781], [-6.996, 6.047, -16.260], [-9.575, 5.918, -16.491], [-3.266, 9.522, -14.494], [-3.178, 9.091, -16.244], [-4.646, 10.687, -14.273], [-1.860, 10.164, -13.771], [-3.676, 8.761, -13.829]]}

=====

Record 2
{"formula": "C24H28F2N6", "method": "ωB97M-V with the def2-TZVPD basis set", "mol_weight_g_mol": 438.53, "charge": 0, "smiles": "Fc1ccccc1.Fc1ccccc1.CC#N.CC#N.CC#N.CC#N.CC#N.CC#N", "de_lowest_ev": 0.388, "e_lumo_ev": 0.3, "energy_ev": -39715.3540, "largest_force_ev_per_a": 1.6, "symbols": ["F", "C", "C", "C", "C", "C", "C", "H", "H", "H", "H", "H", "F", "C", "C", "C", "C", "C", "C", "H", "H", "H", "H", "H", "C", "C", "N", "H", "H", "H", "C", "C", "N", "H", "H", "H", "C", "C", "N", "H", "H", "H", "C", "C", "N", "H", "H", "H", "C", "C", "N", "H", "H", "H", "C", "C", "N", "H", "H", "H"], "positions_angstrom": [[-1.310, 2.637, -1.703], [-1.263, 1.399, -1.150], [-2.311, 0.530, -1.351], [-2.259, -0.739, -0.773], [-1.179, -1.073, 0.052], [-0.148, -0.171, 0.255], [-0.177, 1.054, -0.381], [-3.120, 0.856, -1.995], [-3.076, -1.418, -0.962], [-1.240, -2.020, 0.572], [0.746, -0.460, 0.794], [0.610, 1.789, -0.241], [3.221, -0.242, 0.568], [4.429, 0.381, 0.450], [5.531, -0.225, 1.004], [6.773, 0.400, 0.959], [6.886, 1.664, 0.404], [5.733, 2.270, -0.105], [4.501, 1.620, -0.126], [5.422, -1.204, 1.453], [7.577, -0.147, 1.433], [7.785, 2.257, 0.313], [5.808, 3.247, -0.565], [3.700, 2.155, -0.618], [-0.790, -3.957, -2.043], [-1.474, -4.375, -0.810], [-1.962, -4.698, 0.175], [-0.301, -3.005, -1.846], [-1.470, -3.899, -2.884], [-0.002, -4.694, -2.208], [-0.998, -1.571, 4.370], [-2.089, -2.491, 4.705], [-2.953, -3.197, 4.955], [-0.117, -1.855, 4.939], [-1.324, -0.544, 4.507], [-0.776, -1.698, 3.308], [2.975, -2.050, 3.233], [4.059, -1.840, 4.192], [4.924, -1.640, 4.919], [3.416, -2.631, 2.421], [2.569, -1.099, 2.901], [2.174, -2.669, 3.635], [-0.835, 5.949, -1.894], [0.388, 5.620, -1.186], [1.365, 5.370, -0.640], [-1.647, 6.029, -1.172], [-1.129, 5.188, -2.621], [-0.748, 6.840, -2.513], [-5.028, -4.679, -2.542], [-4.221, -3.516, -2.976], [-3.607, -2.598, -3.283], [-6.014, -4.581, -2.979], [-5.070, -4.614, -1.453], [-4.439, -5.565, -2.766], [-4.449, 4.076, -1.293], [-4.847, 3.748, -2.672], [-5.156, 3.505, -3.749], [-4.609, 5.152, -1.200], [-3.378, 3.898, -1.220], [-5.080, 3.535, -0.598]]}

=====

Record 3
{"formula": "C24H28FeNO10", "method": "ωB97M-V with the def2-TZVPD basis set", "mol_weight_g_mol": 546.33, "charge": -3, "de_lowest_ev": 4.574, "e_lumo_ev": [5.8, 5.8], "multiplicity": 5, "energy_ev": -81688.5506, "largest_force_ev_per_a": 6.8, "s2": 6.0250, "symbols": ["Fe", "C", "C", "C", "O", "C", "C", "C", "O", "O", "O", "H", "H", "C", "C", "C", "O", "C", "C", "C", "O", "O", "O", "H", "H", "C", "C", "C", "C", "C", "C", "N", "O", "C", "C", "C", "H", "H", "H", "H", "H", "H", "H", "H", "H", "H", "H", "H", "H", "H", "H", "H", "H", "H", "C", "C", "O", "C", "H", "H", "H", "H", "H", "H"], "positions_angstrom": [[-0.471, 0.349, -1.282], [1.635, -1.879, -4.282], [0.781, -1.271, -3.202], [-0.706, -1.893, -2.899], [-1.351, -1.284, -2.097], [-0.941, -3.170, -3.554], [-0.121, -3.626, -4.522], [1.164, -3.034, -4.833], [1.884, -3.349, -5.888], [-0.634, -4.501, -5.310], [1.163, -0.355, -2.478], [2.572, -1.428, -4.571], [-1.945, -3.552, -3.436], [-4.502, 1.758, -0.832], [-5.232, 2.846, -1.357], [-4.561, 3.593, -2.586], [-5.229, 4.410, -3.214], [-3.153, 3.279, -3.017], [-2.563, 2.326, -2.291], [-3.210, 1.527, -1.161], [-2.548, 0.791, -0.316], [-1.329, 1.967, -2.633], [-6.354, 3.310, -1.064], [-4.961, 1.188, -0.038], [-2.778, 3.819, -3.874], [-0.542, 1.257, 3.055], [0.487, 0.071, 3.008], [0.497, -0.485, 4.444], [1.388, -1.718, 4.473], [0.837, -2.766, 3.626], [0.728, -2.415, 2.115], [0.133, -1.037, 2.028], [-0.108, -0.615, 0.650], [-0.166, -3.456, 1.508], [2.148, -2.620, 1.474], [1.880, 0.716, 2.620], [-0.306, 2.000, 3.817], [-1.523, 0.902, 3.371], [-0.616, 1.844, 2.139], [-0.552, -0.701, 4.649], [0.913, 0.249, 5.134], [1.459, -2.089, 5.495], [2.413, -1.374, 4.336], [-0.118, -3.010, 4.091], [1.377, -3.702, 3.777], [-1.176, -3.393, 1.913], [0.221, -4.462, 1.668], [-0.413, -3.316, 0.456], [2.963, -2.027, 1.888], [2.042, -2.384, 0.415], [2.310, -3.682, 1.657], [1.776, 1.646, 2.062], [2.565, 0.073, 2.067], [2.414, 0.927, 3.547], [1.267, 4.043, -1.774], [1.680, 2.880, -0.969], [0.793, 1.974, -0.900], [3.042, 2.956, -0.330], [1.588, 5.025, -1.428], [0.181, 4.108, -1.839], [1.657, 3.839, -2.772], [3.765, 2.223, -0.688], [2.952, 2.840, 0.751], [3.435, 3.859, -0.796]]}

=====

Record 4
{"formula": "C24H28MgN5O2S3", "method": "ωB97M-V with the def2-TZVPD basis set", "mol_weight_g_mol": 539.03, "charge": 1, "de_lowest_ev": 0.906, "e_lumo_ev": -2.9, "energy_ev": -74837.6463, "largest_force_ev_per_a": 1.7, "symbols": ["Mg", "C", "C", "N", "C", "C", "S", "C", "C", "N", "H", "H", "H", "H", "H", "H", "H", "H", "H", "H", "H", "H", "H", "H", "O", "C", "O", "C", "C", "C", "C", "C", "C", "C", "C", "C", "N", "H", "H", "H", "H", "H", "H", "C", "C", "N", "C", "C", "S", "C", "C", "S", "C", "N", "C", "H", "H", "H", "H", "H", "H", "H", "H"], "positions_angstrom": [[-0.069, 0.280, -0.595], [-1.296, -2.578, -0.410], [-1.689, -2.029, -1.783], [-1.951, -0.584, -1.742], [-3.360, -0.169, -1.768], [-3.096, 0.042, 0.801], [-0.800, 0.814, 1.960], [-0.811, -0.921, 2.486], [-0.036, -1.927, 1.625], [-0.225, -1.752, 0.180], [-2.157, -2.581, 0.258], [-0.976, -3.618, -0.524], [-0.860, -2.202, -2.471], [-2.555, -2.587, -2.154], [-1.514, -0.186, -2.568], [-3.406, 0.769, -2.316], [-3.959, -0.891, -2.332], [-3.630, 0.403, 1.686], [-2.800, -0.986, 0.981], [-0.328, -0.847, 3.464], [-1.837, -1.228, 2.677], [1.022, -1.811, 1.842], [-0.327, -2.934, 1.945], [0.640, -2.029, -0.277], [2.279, -0.227, -3.709], [1.780, -0.238, -2.602], [0.560, 0.034, -2.290], [2.669, -0.562, -1.404], [3.896, -1.209, -1.629], [4.699, -1.482, -0.561], [4.319, -1.027, 0.720], [5.135, -1.217, 1.860], [4.772, -0.699, 3.069], [3.589, 0.059, 3.181], [2.769, 0.241, 2.103], [3.089, -0.329, 0.849], [2.242, -0.170, -0.214], [4.153, -1.473, -2.645], [5.638, -2.008, -0.679], [6.063, -1.765, 1.744], [5.396, -0.845, 3.940], [3.342, 0.511, 4.133], [1.882, 0.853, 2.176], [2.441, 3.003, -1.376], [1.080, 3.281, -0.845], [0.160, 2.405, -0.530], [-1.002, 3.016, -0.091], [-0.942, 4.370, -0.031], [0.576, 4.910, -0.599], [-2.178, 2.169, 0.143], [-3.390, 2.614, -0.227], [-4.862, 1.698, -0.369], [-4.055, 0.046, -0.386], [-1.897, 0.837, 0.564], [-5.141, -0.994, -0.141], [2.616, 1.940, -1.445], [3.200, 3.452, -0.734], [2.549, 3.435, -2.372], [-1.691, 5.071, 0.299], [-3.477, 3.620, -0.612], [-5.887, -0.957, -0.936], [-5.649, -0.819, 0.808], [-4.704, -1.995, -0.126]]}